{"formula": "C27H63N9O9", "method": "ωB97M-V with the def2-TZVPD basis set", "e_lumo_ha": -0.0023, "e_above_lowest_ev": 5.517, "gap_ev": 8.895, "smiles": "CN(C)C=O.CN(C)C=O.CN(C)C=O.CN(C)C=O.CN(C)C=O.CN(C)C=O.CN(C)C=O.CN(C)C=O.CN(C)C=O", "e_homo_ev": -8.9579, "species": ["C", "N", "C", "C", "O", "H", "H", "H", "H", "H", "H", "H", "C", "N", "C", "C", "O", "H", "H", "H", "H", "H", "H", "H", "C", "N", "C", "C", "O", "H", "H", "H", "H", "H", "H", "H", "C", "N", "C", "C", "O", "H", "H", "H", "H", "H", "H", "H", "C", "N", "C", "C", "O", "H", "H", "H", "H", "H", "H", "H", "C", "N", "C", "C", "O", "H", "H", "H", "H", "H", "H", "H", "C", "N", "C", "C", "O", "H", "H", "H", "H", "H", "H", "H", "C", "N", "C", "C", "O", "H", "H", "H", "H", "H", "H", "H", "C", "N", "C", "C", "O", "H", "H", "H", "H", "H", "H", "H"], "positions_angstrom": [[5.7242, 0.7508, 1.9312], [5.0293, 0.9358, 0.6669], [5.3524, -0.0309, -0.3545], [4.3102, 2.0552, 0.4140], [4.0701, 2.9116, 1.2393], [6.7993, 0.8588, 1.7445], [5.5052, -0.2236, 2.3645], [5.4581, 1.5533, 2.6132], [5.1891, -1.0546, -0.0071], [4.7708, 0.0966, -1.2685], [6.4134, 0.0552, -0.6180], [3.9641, 2.0916, -0.6325], [-3.5243, -0.7267, -5.8436], [-2.8579, -0.1680, -4.7025], [-2.7181, -1.0140, -3.5596], [-2.5492, 1.1504, -4.6311], [-2.0302, 1.6983, -3.6824], [-3.8123, 0.0231, -6.5816], [-4.4514, -1.2490, -5.5809], [-2.9314, -1.4688, -6.3910], [-3.6710, -1.2933, -3.1001], [-2.2056, -1.9484, -3.8110], [-2.1278, -0.5288, -2.7873], [-2.8456, 1.6764, -5.5544], [0.0853, 4.6316, -3.0025], [0.3523, 6.0065, -3.3952], [1.5827, 6.2044, -4.1194], [-0.5204, 7.0033, -3.1615], [-0.3445, 8.1722, -3.4540], [0.7879, 4.2859, -2.2402], [0.2074, 3.9807, -3.8719], [-0.9259, 4.5353, -2.6151], [2.4312, 5.7141, -3.6459], [1.4575, 5.6557, -5.0698], [1.7492, 7.2312, -4.4192], [-1.4205, 6.6956, -2.6061], [-0.3536, -1.6440, -0.1749], [0.5268, -0.5023, -0.1916], [1.3794, -0.3882, 0.9611], [0.2935, 0.5659, -0.9864], [0.8200, 1.6543, -0.8783], [0.2431, -2.5423, -0.0178], [-0.9429, -1.8190, -1.0753], [-1.1032, -1.4915, 0.6069], [0.8372, -0.3939, 1.9149], [2.1048, -1.2042, 1.0134], [1.9107, 0.5577, 0.9384], [-0.4276, 0.3360, -1.7874], [-3.7910, 3.4158, 0.7916], [-3.6199, 1.9879, 0.8525], [-3.8425, 1.2868, 2.0975], [-3.2541, 1.2906, -0.2466], [-2.8712, 0.1285, -0.2466], [-4.8030, 3.7426, 1.0169], [-3.4833, 3.7495, -0.2012], [-3.0429, 3.8928, 1.4317], [-4.9122, 1.1222, 2.2411], [-3.3018, 0.3467, 2.0987], [-3.4636, 1.9031, 2.9157], [-3.3051, 1.8987, -1.1630], [-3.8638, -4.6560, 2.7786], [-3.8757, -4.7823, 1.3428], [-3.2650, -3.7103, 0.5519], [-4.3701, -5.9006, 0.7587], [-4.9007, -6.8089, 1.3570], [-2.9066, -4.8860, 3.2509], [-4.6695, -5.2364, 3.2245], [-4.1408, -3.6335, 3.0643], [-3.1807, -2.8128, 1.1552], [-2.2810, -4.0068, 0.1775], [-3.9290, -3.5085, -0.2897], [-4.2263, -5.8909, -0.3357], [-0.5221, -2.3809, 3.5898], [0.7092, -1.9097, 4.1610], [0.6143, -0.9823, 5.2560], [1.9098, -2.4105, 3.7790], [2.9772, -2.0674, 4.2332], [-1.1672, -1.5209, 3.3857], [-1.0505, -3.0666, 4.2597], [-0.3524, -2.9070, 2.6511], [-0.0828, -1.3546, 6.0110], [1.5764, -0.7973, 5.7177], [0.2144, -0.0358, 4.8772], [1.8107, -3.1905, 3.0014], [3.9812, -3.1089, -1.6333], [3.7381, -4.1233, -2.6332], [2.3772, -4.5633, -2.8322], [4.6938, -4.3555, -3.5792], [4.4954, -4.9345, -4.6166], [5.0411, -2.8622, -1.5896], [3.5955, -3.3823, -0.6512], [3.5179, -2.1566, -1.9329], [1.7035, -3.7149, -2.9380], [2.3549, -5.2384, -3.6836], [2.0771, -5.1945, -1.9869], [5.6869, -3.9889, -3.2809], [-0.3210, 2.4051, 2.1956], [0.3473, 2.8381, 3.4009], [-0.5325, 2.9627, 4.5244], [1.6881, 2.6784, 3.5951], [2.2309, 2.8501, 4.6634], [-0.7683, 1.4179, 2.4086], [0.3307, 2.2005, 1.3476], [-1.0864, 3.1172, 1.8954], [-0.8763, 1.9741, 4.8628], [-0.0326, 3.4104, 5.3796], [-1.4081, 3.5677, 4.2882], [2.2369, 2.4963, 2.6589]]}